Record 1
Molecular formula: C4H9NO
Method: DFT, ωB97M-V/def2-TZVPD

Each atom is followed by the atoms it is bonded to, with distances in Å.
Positions of all 15 atoms, in Å:
1 C -1.814 0.187 -0.641  C2 1.522, H7 1.094, H8 1.094, H9 1.095
2 C -0.690 0.498 0.337  C1 1.522, O3 1.421, C4 1.534, H10 1.106
3 O -1.198 0.032 1.579  C2 1.421, H11 0.968
4 C 0.562 -0.332 0.021  C2 1.534, C5 1.493, N6 1.466, H12 1.081
5 C 1.821 0.003 -0.709  C4 1.493, N6 1.459, H13 1.088, H14 1.094
6 N 1.801 -0.044 0.749  C4 1.466, C5 1.459, H15 1.016
7 H -2.742 0.572 -0.208  C1 1.094
8 H -1.680 0.601 -1.644  C1 1.094
9 H -1.907 -0.903 -0.700  C1 1.095
10 H -0.501 1.587 0.370  C2 1.106
11 H -0.445 -0.059 2.179  O3 0.968
12 H 0.244 -1.365 -0.002  C4 1.081
13 H 2.013 0.970 -1.167  C5 1.088
14 H 2.333 -0.821 -1.216  C5 1.094
15 H 2.203 -0.927 1.051  N6 1.016

Properties
frontier orbital gap	10.9	eV
highest occupied orbital energy	-9.80	eV
E_tot	-7830.2492	eV
total charge	0
SMILES string	C[C@@H](O)[C@H]1CN1
multiplicity	1

Table of natural (NBO) atomic charges, one value per atom, all in e: atom 1 (C): -0.62, atom 2 (C): 0.09, atom 3 (O): -0.72, atom 4 (C): -0.11, atom 5 (C): -0.26, atom 6 (N): -0.60, atom 7 (H): 0.22, atom 8 (H): 0.21, atom 9 (H): 0.21, atom 10 (H): 0.17, atom 11 (H): 0.47, atom 12 (H): 0.19, atom 13 (H): 0.20, atom 14 (H): 0.19, atom 15 (H): 0.35


Record 2
Molecular formula: C4H9NO
Method: DFT, ωB97M-V/def2-TZVPD

Each atom is followed by the atoms it is bonded to, with distances in Å.
Positions of all 15 atoms, in Å:
1 C 1.156 1.421 -0.129  C2 1.523, H7 1.095, H8 1.095, H9 1.095
2 C 0.533 0.963 -1.441  C1 1.523, N3 1.444, H10 1.096, H11 1.094
3 N -0.772 0.368 -1.272  C2 1.444, C4 1.203
4 C -1.706 0.438 -0.517  N3 1.203, O5 1.178
5 O -2.675 0.411 0.151  C4 1.178
6 C -0.417 -2.048 1.334  H12 1.093, H13 1.093, H14 1.093, H15 1.094
7 H 2.137 1.871 -0.313  C1 1.095
8 H 1.283 0.576 0.556  C1 1.095
9 H 0.524 2.170 0.360  C1 1.095
10 H 0.438 1.804 -2.138  C2 1.096
11 H 1.171 0.218 -1.927  C2 1.094
12 H -0.068 -1.933 0.304  C6 1.093
13 H -0.547 -3.109 1.557  C6 1.093
14 H -1.373 -1.530 1.453  C6 1.093
15 H 0.317 -1.620 2.022  C6 1.094

Properties
frontier orbital gap	11.1	eV
highest occupied orbital energy	-10.29	eV
E_tot	-7831.4716	eV
total charge	0
SMILES string	CCN=C=O.C
multiplicity	1

Table of natural (NBO) atomic charges, one value per atom, all in e: atom 1 (C): -0.62, atom 2 (C): -0.21, atom 3 (N): -0.55, atom 4 (C): 0.86, atom 5 (O): -0.53, atom 6 (C): -0.86, atom 7 (H): 0.22, atom 8 (H): 0.22, atom 9 (H): 0.21, atom 10 (H): 0.20, atom 11 (H): 0.20, atom 12 (H): 0.21, atom 13 (H): 0.22, atom 14 (H): 0.22, atom 15 (H): 0.21


Record 3
Molecular formula: C4H9NO
Method: DFT, ωB97M-V/def2-TZVPD

Each atom is followed by the atoms it is bonded to, with distances in Å.
Positions of all 15 atoms, in Å:
1 C -1.497 -0.866 -0.150  N2 1.450, H7 1.108, H8 1.095, H9 1.095
2 N -0.374 -0.062 0.291  C1 1.450, C3 1.452, C4 1.447
3 C -0.649 1.355 0.133  N2 1.452, H10 1.097, H11 1.094, H12 1.106
4 C 0.872 -0.586 -0.223  N2 1.447, C5 1.503, H13 1.105, H14 1.103
5 C 2.122 0.055 0.311  C4 1.503, O6 1.208, H15 1.111
6 O 3.210 -0.054 -0.202  C5 1.208
7 H -1.777 -0.673 -1.205  C1 1.108
8 H -2.372 -0.659 0.475  C1 1.095
9 H -1.251 -1.929 -0.058  C1 1.095
10 H -1.413 1.637 0.868  C3 1.097
11 H 0.242 1.955 0.343  C3 1.094
12 H -1.031 1.635 -0.866  C3 1.106
13 H 0.920 -0.750 -1.316  C4 1.105
14 H 1.024 -1.556 0.280  C4 1.103
15 H 1.974 0.497 1.319  C5 1.111

Properties
frontier orbital gap	9.9	eV
highest occupied orbital energy	-8.93	eV
E_tot	-7830.4339	eV
total charge	0
SMILES string	CN(C)CC=O
multiplicity	1

Table of natural (NBO) atomic charges, one value per atom, all in e: atom 1 (C): -0.41, atom 2 (N): -0.44, atom 3 (C): -0.41, atom 4 (C): -0.33, atom 5 (C): 0.43, atom 6 (O): -0.52, atom 7 (H): 0.17, atom 8 (H): 0.20, atom 9 (H): 0.20, atom 10 (H): 0.20, atom 11 (H): 0.20, atom 12 (H): 0.17, atom 13 (H): 0.19, atom 14 (H): 0.23, atom 15 (H): 0.11


Q: Which value of frontier orbital gap does entry 2 give?
A: 11.1 eV


Q: What is the total charge in the second record?
A: 0


Q: multiplicity of number 1 (C4H9NO)?
A: 1